128
Properties=species:S:1:pos:R:3:lowdin_charge:R:1 method="wB97M-V/def2-TZVPD" homo_ev=-6.73 max_force_ev_per_a=1.960
Pt -0.44 0.33 0.30 0.87
C -0.82 -0.61 3.64 -0.29
P -1.13 -1.93 2.39 1.07
C 0.39 -2.96 2.25 -0.39
C 0.32 -3.95 1.27 -0.12
C 1.38 -4.81 1.04 -0.08
C 2.53 -4.71 1.81 -0.09
C 2.60 -3.74 2.80 -0.08
C 1.54 -2.87 3.02 -0.11
C -2.03 -3.24 3.36 -0.34
C -1.50 -3.77 4.54 -0.09
C -2.16 -4.77 5.23 -0.08
C -3.37 -5.27 4.75 -0.09
C -3.91 -4.75 3.59 -0.08
C -3.24 -3.74 2.90 -0.09
C -1.39 0.69 3.15 -0.42
C -2.22 1.55 3.83 -0.07
C -2.44 2.69 3.01 -0.06
C -1.72 2.48 1.86 -0.40
C -1.42 3.39 0.72 -0.27
P -1.28 2.38 -0.78 0.98
C -2.86 2.47 -1.71 -0.35
C -3.85 3.42 -1.50 -0.08
C -4.94 3.50 -2.37 -0.08
C -5.02 2.65 -3.47 -0.08
C -4.02 1.71 -3.69 -0.09
C -2.96 1.61 -2.80 -0.12
C -0.34 3.37 -2.00 -0.34
C 0.26 2.71 -3.07 -0.10
C 0.88 3.43 -4.08 -0.07
C 0.89 4.82 -4.03 -0.09
C 0.29 5.48 -2.97 -0.08
C -0.32 4.76 -1.95 -0.08
N -1.08 1.26 1.93 -0.17
H -1.26 -0.89 4.59 0.09
H 0.26 -0.48 3.78 0.02
H -0.60 -4.05 0.68 0.10
H 1.31 -5.57 0.27 0.10
H 3.36 -5.37 1.64 0.10
H 3.49 -3.66 3.42 0.10
H 1.62 -2.12 3.79 0.10
H -0.56 -3.40 4.92 0.10
H -1.73 -5.18 6.13 0.10
H -3.89 -6.05 5.29 0.10
H -4.86 -5.12 3.21 0.10
H -3.66 -3.35 1.98 0.06
H -2.62 1.39 4.82 0.10
H -3.02 3.57 3.25 0.09
H -2.14 4.21 0.64 0.08
H -0.43 3.83 0.87 0.10
H -3.79 4.11 -0.67 0.10
H -5.71 4.24 -2.20 0.10
H -5.86 2.72 -4.14 0.10
H -4.09 1.04 -4.53 0.11
H -2.19 0.86 -2.96 0.09
H 0.25 1.63 -3.10 0.08
H 1.37 2.91 -4.89 0.10
H 1.38 5.38 -4.82 0.10
H 0.30 6.56 -2.93 0.10
H -0.78 5.28 -1.13 0.10
C 3.16 3.77 -0.98 -0.05
C 3.30 2.25 -0.84 -0.37
C 4.42 1.94 0.16 -0.07
C 3.60 1.58 -2.16 -0.13
C 4.71 2.03 -2.85 -0.04
C 5.10 1.46 -4.05 -0.06
C 4.33 0.45 -4.59 -0.05
C 3.20 -0.03 -3.94 -0.13
C 2.36 -1.02 -4.73 -0.39
C 1.89 -0.42 -6.06 -0.05
C 3.11 -2.33 -4.98 -0.06
C 2.85 0.51 -2.69 -0.14
N 1.69 0.07 -1.98 0.11
C 1.47 -1.16 -1.78 -0.13
C 0.18 -1.79 -1.39 -0.15
N -0.97 -1.24 -1.25 0.01
C -2.08 -2.13 -1.28 -0.15
C -3.26 -1.93 -0.52 -0.14
C -4.14 -2.99 -0.37 -0.07
C -3.91 -4.23 -0.95 -0.06
C -2.88 -4.33 -1.86 -0.05
C -2.01 -3.28 -2.11 -0.14
C -1.25 -3.40 -3.44 -0.35
C 0.09 -4.16 -3.40 -0.05
C -1.16 -2.09 -4.22 -0.05
C -3.76 -0.58 -0.02 -0.37
C -4.98 -0.21 -0.87 -0.05
C -4.18 -0.53 1.45 -0.06
H 2.65 4.19 -0.12 0.08
H 2.61 4.04 -1.88 0.06
H 4.15 4.25 -1.04 0.08
H 2.35 1.87 -0.45 0.09
H 5.36 2.38 -0.19 0.08
H 4.58 0.87 0.28 0.08
H 4.20 2.37 1.13 0.06
H 5.29 2.84 -2.43 0.11
H 5.99 1.81 -4.57 0.11
H 4.61 0.02 -5.54 0.11
H 1.45 -1.25 -4.17 0.08
H 2.73 -0.29 -6.76 0.08
H 1.42 0.55 -5.92 0.07
H 1.16 -1.08 -6.54 0.07
H 3.99 -2.15 -5.61 0.08
H 2.48 -3.05 -5.50 0.08
H 3.47 -2.78 -4.05 0.08
H 2.28 -1.89 -1.93 0.14
H 0.24 -2.87 -1.32 0.10
H -5.05 -2.84 0.20 0.11
H -4.58 -5.06 -0.77 0.11
H -2.78 -5.23 -2.46 0.12
H -1.91 -4.04 -4.04 0.13
H 0.92 -3.52 -3.10 0.05
H 0.32 -4.55 -4.39 0.08
H 0.04 -5.00 -2.72 0.08
H -0.47 -1.37 -3.78 0.05
H -2.14 -1.61 -4.27 0.09
H -0.83 -2.28 -5.24 0.08
H -2.98 0.16 -0.17 0.06
H -4.80 -0.35 -1.93 0.07
H -5.26 0.83 -0.70 0.08
H -5.83 -0.83 -0.59 0.08
H -5.03 -1.19 1.64 0.08
H -4.48 0.49 1.70 0.09
H -3.37 -0.80 2.13 0.02
Cl 1.80 1.19 2.69 0.55
C 1.40 0.09 1.35 -0.69
H 1.48 -0.92 1.73 -0.05
H 2.16 0.24 0.59 -0.04